Formula: C5H7NO3
Source: the Open Molecules 2025 dataset
Level of theory: ωB97M-V/def2-TZVPD

Each line ends with the natural charge from an NBO analysis.
CARTESIAN COORDINATES (ANGSTROEM)
C  -0.8822  0.6858  0.2244  0.22
C  0.4436  0.4001  0.1222  -0.08
C  -1.6908  -0.5137  0.1768  0.59
C  0.5533  -1.0925  0.1205  0.23
C  1.5704  1.3494  0.0609  -0.66
N  -0.8171  -1.5111  0.0791  -0.62
O  -2.9322  -0.4659  0.1525  -0.62
O  -1.4439  1.8530  0.0127  -0.65
O  1.2616  -1.8203  -0.9084  -0.70
H  1.0373  -1.3810  0.9829  0.18
H  2.5008  0.8661  -0.2656  0.23
H  1.8206  1.8774  1.0134  0.23
H  1.3441  2.2624  -0.6787  0.24
H  -1.1666  -2.5355  0.0166  0.43
H  -2.2422  1.9803  0.4697  0.50
H  0.6433  -1.9545  -1.5789  0.47

The value obtained for the orbital gap is 9.6 eV. The net charge is 0. The value obtained for the energy is -12930.2711 eV. As for the SMILES: CC1=C(O)C(=O)N[C@H]1O. For the LUMO energy, the calculation gives 0.487 eV. The energy above the lowest of the compared OMol25 structures with the same formula, charge and spin is 1.913 eV.



Formula: C5H7NO3S2
Source: the Open Molecules 2025 dataset
Level of theory: ωB97M-V/def2-TZVPD

Each line ends with the natural charge from an NBO analysis.
CARTESIAN COORDINATES (ANGSTROEM)
C  1.7469  -2.8037  -0.5520  0.04
C  -0.3898  1.7345  0.2575  -0.43
C  0.8729  1.0629  0.5212  -0.47
C  -1.5469  0.9141  0.6466  -0.62
C  0.7132  -0.2604  -0.1621  0.06
N  1.2448  -3.4633  -1.3353  -0.31
O  -1.1346  -1.7787  1.1835  -0.90
O  -1.6363  -1.1015  -1.0807  -0.94
O  0.8946  -0.1323  -1.5358  -0.69
S  2.1526  -1.5819  0.5543  0.21
S  -1.0343  -0.7926  0.1600  2.13
H  -0.4210  2.7346  0.5916  0.24
H  -0.3516  1.8437  -0.7967  0.23
H  1.7212  1.5433  0.1006  0.25
H  0.9974  0.8604  1.5408  0.22
H  -1.6597  0.8827  1.6875  0.23
H  -2.5407  1.1310  0.1609  0.27
H  0.3713  -0.7927  -1.9416  0.50

The value obtained for the orbital gap is 9.8 eV. The net charge is 0. The value obtained for the energy is -34599.4212 eV. As for the SMILES: N#CS[C@]1(O)CCCS1(=O)=O. For the LUMO energy, the calculation gives -0.184 eV. The energy above the lowest of the compared OMol25 structures with the same formula, charge and spin is 0.142 eV.



Q: Which formula does entry 2 have?
A: C5H7NO3S2